This record from the OMol25 dataset describes a molecular structure, C33H28N7O4PdS. The level of theory is ωB97M-V/def2-TZVPD.

Values from the calculation:
Expectation value of S²: 2.01
E_HOMO (alpha / beta) (eV): -10.33 / -10.32
Energy above the lowest of the compared OMol25 structures with the same formula, charge and spin (eV): 0.697
Charge: +1
Orbital gap (alpha / beta) (eV): 7.0503 / 6.4156
Spin multiplicity: 3

Positions of all 74 atoms, in Å:
N 3.47 0.54 -0.17
N -0.62 -0.19 -0.88
C 0.23 1.36 -3.86
H -2.25 -1.91 2.84
C -0.13 0.23 5.22
H -2.41 1.87 -5.91
C -0.67 1.15 -4.90
C -4.19 -3.05 -0.41
C -1.65 -1.31 3.51
C -3.41 1.84 -0.15
C 1.63 0.65 3.54
N -0.78 1.64 0.38
H -0.07 -1.04 2.08
C -3.13 -2.34 -0.94
H -0.58 -3.94 0.61
C 0.32 -0.01 3.93
H -5.21 -2.80 -0.70
C 6.18 1.08 -0.21
N -2.76 0.78 -0.62
H 6.07 0.79 1.93
H -3.30 -1.55 -1.65
N 2.08 0.60 2.14
O 3.70 0.87 -3.71
H 1.52 1.71 3.78
H -5.94 -4.67 0.64
C 4.09 0.77 -1.32
O -0.39 -1.98 -2.61
H 5.90 1.29 -2.34
H 2.82 -0.08 -5.33
C 3.35 0.41 2.16
H 0.99 -0.63 -3.86
H -2.48 -5.23 1.55
H 7.24 1.31 -0.22
C -1.60 -3.70 0.35
C -1.71 2.05 -5.11
C -1.84 -2.66 -0.54
O 0.72 -2.12 -0.42
C -0.43 -0.81 3.08
H -0.89 3.42 1.40
O 3.93 0.17 3.33
C -2.66 -4.42 0.86
C -0.96 3.36 -3.24
C 5.45 1.07 -1.38
S -0.47 -1.78 -1.20
C -1.86 3.15 -4.28
C 4.17 0.56 0.96
H 2.44 1.65 -5.15
H -3.05 -1.48 5.12
H -2.67 3.84 -4.44
H -3.33 3.74 0.88
H -0.56 0.28 -5.53
N -5.03 -4.75 1.07
H -1.07 4.22 -2.60
H -4.48 1.86 -0.36
H 2.72 -0.96 4.58
C -3.97 -4.09 0.51
H 3.14 0.67 5.17
C 5.54 0.80 0.99
C 1.38 0.38 -3.69
C -2.10 -1.07 4.79
H 0.78 2.64 -2.23
C 2.58 0.71 -4.62
C -1.44 2.70 0.81
C -1.46 0.73 -0.37
C -1.33 -0.30 5.66
C 2.85 0.09 4.30
H -1.67 -0.11 6.67
H -4.85 -5.60 1.57
H 0.45 0.86 5.89
C 3.21 0.68 -2.49
C 0.08 2.47 -3.04
N 1.98 0.40 -2.36
C -2.79 2.87 0.55
Pd 1.20 0.31 0.00


This record from the OMol25 dataset describes a molecular structure, C33H29BF2P2Ru. The level of theory is ωB97M-V/def2-TZVPD.

Values from the calculation:
E_HOMO (eV): -6.88
Energy above the lowest of the compared OMol25 structures with the same formula, charge and spin (eV): 0.249
Charge: 0
Orbital gap (eV): 7.1084

Positions of all 68 atoms, in Å:
C -0.49 4.64 1.61
C -2.80 -0.99 -2.20
C -3.90 -1.67 -1.67
C 0.88 4.01 3.48
H 4.81 0.07 -4.22
H 0.53 6.04 2.87
C -3.71 -0.96 4.64
C -2.69 0.85 3.44
H 1.91 -5.61 -1.29
C 0.33 5.00 2.67
H -4.15 -1.53 -0.62
H 1.51 4.29 4.31
C -1.74 -0.03 2.90
H 4.62 3.60 -1.82
H -4.94 -3.30 -4.45
H -1.39 3.01 0.53
C -2.48 -1.16 -3.55
P 1.51 0.03 -0.53
H -4.39 1.07 4.71
C 4.84 1.89 -3.10
H 3.08 -0.36 1.36
H -3.00 -2.10 -5.40
F -1.04 1.72 -3.60
C -4.66 -2.50 -2.48
H 3.07 -0.98 -2.83
C 0.58 -2.49 -1.31
H 2.86 2.58 -0.45
C -2.78 -1.84 4.11
H 0.89 -1.36 2.04
F 0.20 2.97 -2.23
H -4.47 -1.32 5.32
H -0.32 -1.96 -1.57
H -0.92 5.40 0.97
H 3.68 -1.92 -0.06
H 2.36 1.25 1.38
B -0.52 1.82 -2.36
H 1.32 -0.12 3.22
C -1.80 -1.38 3.24
H -5.51 -3.03 -2.06
C -2.02 -0.11 -1.36
C 2.15 0.19 1.21
C 1.65 -1.78 -0.77
H -0.16 -4.41 -1.91
C 4.29 2.59 -2.03
C -3.25 -1.98 -4.35
C -3.66 0.38 4.30
C 1.05 -0.28 2.17
H -2.66 1.90 3.17
C 0.68 -3.87 -1.49
C 3.31 2.01 -1.25
C 1.84 -4.54 -1.14
H 5.60 2.35 -3.71
C 4.39 0.61 -3.39
C -0.75 3.30 1.35
C 2.92 -3.83 -0.62
Ru -0.72 0.72 -0.64
C 3.41 0.02 -2.60
C 2.87 0.71 -1.52
H 1.08 1.92 3.87
H 3.83 -4.35 -0.36
C 2.82 -2.46 -0.44
H -1.09 -2.08 2.82
C -4.34 -2.66 -3.82
H -2.81 -2.89 4.37
C -0.18 2.30 2.16
C 0.63 2.68 3.23
H -1.63 -0.62 -3.95
P -0.52 0.57 1.71